The following is a quantum chemistry calculation of 4 unconnected molecules or ions with the total composition C2H12O3S2 in a non-equilibrium geometry, from the Open Molecules 2025 dataset.

Its net charge is 0. Its total energy is -30081.4017 eV. Its spin multiplicity is 1. For the LUMO energy, the calculation gives 0.5 eV. The HOMO energy comes out at -0.29568 Eh. The structure (SMILES) is CSSC.O.O.O. The calculation puts the gap between HOMO and LUMO at 8.502 eV.

Each line ends with the natural charge from an NBO analysis.
Atoms and positions in Å:
1 C 0.5935 -2.1067 -1.2020  -0.7181
2 S -0.4646 -2.4891 0.2417  0.0388
3 S -1.7234 -0.8498 0.4683  0.0976
4 C -1.7615 -0.0031 -1.1049  -0.7650
5 H 1.2642 -2.9446 -1.3197  0.2384
6 H 1.1240 -1.1837 -1.0014  0.2150
7 H -0.0481 -2.0608 -2.0532  0.2198
8 H -0.8169 0.4485 -1.3676  0.2237
9 H -2.4814 0.7975 -1.0283  0.2453
10 H -2.0851 -0.6044 -1.9305  0.2158
11 H 0.9637 2.0702 0.0772  0.4905
12 H 1.1247 0.6039 -0.0852  0.4535
13 O 1.5892 1.4231 -0.3049  -0.9556
14 H -0.4595 3.7772 1.2079  0.4809
15 H 0.2160 4.4177 -0.0075  0.4814
16 O -0.2272 3.6098 0.2839  -0.9492
17 H 0.7899 -1.9574 2.3645  0.4760
18 H 1.6377 -1.5118 3.5786  0.4646
19 O 0.7648 -1.4365 3.1832  -0.9533